Entry 1:
Computed, not measured: a 8-piece molecular cluster, C21H45NO30S7Si overall, with ωB97M-V/def2-TZVPD.

Calculated values
SMILES: C[C@@H](O)C[SiH2]CC(=O)N(C)C.O=S1(=O)OCCO1.O=S1(=O)OCCO1.O=S1(=O)OCCO1.O=S1(=O)OCCO1.O=S1(=O)OCCO1.O=S1(=O)OCCO1.O=S1(=O)OCCO1
Gap between HOMO and LUMO: 8.95 eV
Energy: -169139.25642 eV
Multiplicity: 1
LUMO energy: -0.082 eV
Highest occupied orbital energy: -9.03 eV

Last column: Löwdin charge in e.
Cartesian coordinates (Å):
1 C -0.74340 1.80248 1.96290  -0.07
2 C 0.35725 2.83522 1.85145  -0.51
3 O -0.16362 4.14159 1.98903  -0.04
4 C 1.55635 2.58444 2.77154  -0.27
5 Si 1.14280 2.08110 4.54197  0.71
6 C 2.79493 2.00410 5.51117  -0.20
7 C 2.84305 0.71922 6.28895  -0.59
8 O 1.90551 0.31003 6.85075  0.11
9 N 4.11073 0.04720 6.30376  -0.18
10 C 4.61113 -0.12955 7.68781  -0.06
11 C 4.00980 -1.28100 5.68275  -0.08
12 H -1.29902 1.84843 2.89649  0.08
13 H -1.44560 2.00221 1.16627  0.03
14 H -0.36448 0.81044 1.76334  0.08
15 H 0.72245 2.78005 0.83337  0.13
16 H -0.73367 4.16586 2.77036  0.09
17 H 2.08772 3.53245 2.83420  0.08
18 H 2.25962 1.90397 2.30948  0.08
19 H 0.21068 3.00443 5.21437  -0.02
20 H 0.60311 0.70904 4.51435  -0.01
21 H 2.85239 2.79698 6.25002  0.09
22 H 3.63670 2.05720 4.83336  0.07
23 H 4.25186 -1.06226 8.11012  0.08
24 H 4.28311 0.69383 8.30008  0.09
25 H 5.69132 -0.16910 7.63698  0.07
26 H 4.89757 -1.82852 5.95561  0.08
27 H 4.01284 -1.20638 4.60013  0.08
28 H 3.13473 -1.83217 6.02818  0.09
29 O -3.65381 1.11837 0.02548  -0.22
30 S -2.83962 1.55516 -1.05221  0.56
31 O -1.47785 1.16956 -1.15934  -0.22
32 O -2.95364 3.14003 -1.16088  -0.17
33 C -3.41927 3.51416 -2.47084  -0.15
34 C -4.26893 2.34678 -2.91824  -0.14
35 O -3.56609 1.18857 -2.42821  -0.19
36 H -2.55013 3.65063 -3.11759  0.14
37 H -3.98403 4.43827 -2.41765  0.11
38 H -4.37723 2.29420 -3.99752  0.14
39 H -5.25562 2.37042 -2.45347  0.12
40 O -3.86388 -5.00284 -0.26088  -0.21
41 S -2.72472 -4.44890 -0.89316  0.59
42 O -1.98994 -5.17275 -1.87277  -0.24
43 O -1.71982 -3.92304 0.22913  -0.17
44 C -1.45615 -2.51783 0.03958  -0.13
45 C -2.71124 -1.98345 -0.61042  -0.14
46 O -3.11684 -3.02989 -1.51419  -0.19
47 H -0.59031 -2.41629 -0.61461  0.12
48 H -1.24785 -2.04437 0.99489  0.14
49 H -2.53720 -1.06218 -1.15407  0.09
50 H -3.50768 -1.83182 0.11981  0.14
51 O -6.53395 -5.94681 -6.61282  -0.22
52 S -6.28461 -4.84713 -5.75716  0.60
53 O -6.69977 -3.53458 -6.08517  -0.22
54 O -4.71923 -4.83227 -5.40279  -0.19
55 C -4.53458 -4.89990 -3.98162  -0.17
56 C -5.73810 -5.66288 -3.47361  -0.16
57 O -6.82339 -5.19323 -4.28598  -0.19
58 H -4.51449 -3.88157 -3.58789  0.13
59 H -3.59878 -5.39890 -3.74828  0.12
60 H -5.94148 -5.47271 -2.42325  0.13
61 H -5.62764 -6.73752 -3.63488  0.14
62 O -6.19980 4.85999 -1.85588  -0.22
63 S -7.57333 4.59113 -1.61802  0.60
64 O -8.51674 4.55867 -2.66840  -0.20
65 O -8.08209 5.58129 -0.46862  -0.18
66 C -8.60528 4.82894 0.63581  -0.16
67 C -7.83082 3.52781 0.61100  -0.16
68 O -7.69066 3.22736 -0.78520  -0.19
69 H -9.67113 4.66496 0.46641  0.14
70 H -8.46467 5.37969 1.56177  0.14
71 H -8.34965 2.71959 1.11821  0.14
72 H -6.83301 3.64664 1.03893  0.14
73 O 3.51853 -2.79099 -1.29394  -0.21
74 S 2.66820 -2.74128 -2.42348  0.60
75 O 2.50660 -1.55313 -3.18052  -0.23
76 O 1.22421 -3.28593 -1.99125  -0.20
77 C 0.84694 -4.40231 -2.81567  -0.16
78 C 2.15989 -5.04062 -3.21122  -0.15
79 O 3.04700 -3.92944 -3.42619  -0.18
80 H 0.31137 -4.02065 -3.68718  0.14
81 H 0.20339 -5.07516 -2.26321  0.11
82 H 2.07952 -5.63919 -4.11385  0.14
83 H 2.56808 -5.65167 -2.40358  0.14
84 O 6.27236 2.51348 -6.59850  -0.22
85 S 5.08285 2.87399 -5.92096  0.60
86 O 4.73280 4.22570 -5.69174  -0.22
87 O 5.03318 2.07137 -4.53291  -0.19
88 C 3.83658 1.28227 -4.46018  -0.17
89 C 3.51063 0.94924 -5.89853  -0.16
90 O 3.83794 2.14324 -6.62294  -0.19
91 H 3.05181 1.88853 -4.00293  0.14
92 H 4.00621 0.39488 -3.85796  0.11
93 H 2.46441 0.69573 -6.04273  0.14
94 H 4.13755 0.13681 -6.27250  0.14
95 O 7.90106 -0.84589 6.03097  -0.22
96 S 8.70455 -0.41099 4.94785  0.60
97 O 10.06824 -0.76356 4.82900  -0.21
98 O 8.55984 1.18292 4.83156  -0.19
99 C 8.07585 1.54234 3.53216  -0.16
100 C 7.23903 0.35848 3.09642  -0.16
101 O 7.96179 -0.78297 3.57480  -0.19
102 H 8.93363 1.69078 2.87285  0.13
103 H 7.49884 2.46149 3.59073  0.13
104 H 7.12090 0.30213 2.01778  0.14
105 H 6.25540 0.36776 3.57365  0.12

Entry 2:
Computed, not measured: a 3-piece molecular cluster, C21H45NO8 overall, with ωB97M-V/def2-TZVPD.

Calculated values
SMILES: NCCCCC[C@@H]1CCOC1=O.COCCOCCOC.COCCOCCOC
Gap between HOMO and LUMO: 9.67 eV
Energy: -40373.15496 eV
Multiplicity: 1
Relative energy (zero: lowest compared OMol25 entry of this formula, charge and spin): 345.1 kJ/mol
LUMO energy: 0.668 eV
Highest occupied orbital energy: -9.00 eV

Last column: Löwdin charge in e.
Cartesian coordinates (Å):
1 N 1.51164 -3.85470 -1.36912  -0.01
2 C 1.20993 -2.56568 -0.70683  -0.30
3 C 0.40730 -1.69386 -1.66013  -0.20
4 C -0.04278 -0.29708 -1.16130  -0.18
5 C -0.10497 -0.06188 0.36602  -0.19
6 C 0.94764 0.92393 0.90212  -0.15
7 C 2.42865 0.49446 0.85315  -0.20
8 C 3.26768 1.37779 1.81185  -0.12
9 C 4.41876 1.81419 0.91209  -0.14
10 O 3.79743 1.93823 -0.39031  0.01
11 C 3.08194 0.77351 -0.49538  -0.44
12 O 3.04712 0.13748 -1.50870  0.15
13 H 0.65615 -4.40292 -1.39901  0.06
14 H 2.13871 -4.38942 -0.77602  0.06
15 H 2.15945 -2.08295 -0.46793  0.10
16 H 0.64714 -2.74035 0.22155  0.10
17 H 1.03828 -1.54421 -2.54399  0.11
18 H -0.46901 -2.24985 -2.02052  0.10
19 H 0.56815 0.48414 -1.62048  0.09
20 H -1.05358 -0.13363 -1.55347  0.10
21 H -0.11122 -0.98192 0.95367  0.09
22 H -1.06263 0.43107 0.58025  0.11
23 H 0.78527 1.87152 0.37074  0.13
24 H 0.73531 1.10283 1.96303  0.10
25 H 2.48912 -0.54428 1.18538  0.14
26 H 2.68612 2.23777 2.15605  0.12
27 H 3.63997 0.84554 2.69167  0.12
28 H 4.94778 2.72788 1.17362  0.13
29 H 5.12247 0.97479 0.83647  0.13
30 C 1.39828 0.01397 7.57540  -0.11
31 O 0.47792 -0.76135 6.84345  -0.19
32 C -0.24367 -0.03246 5.86946  -0.20
33 C -0.51719 -0.86137 4.63624  -0.18
34 O 0.61515 -1.09906 3.81676  -0.14
35 C 1.61056 -1.99982 4.27090  -0.18
36 C 1.19898 -3.45383 4.27084  -0.20
37 O 0.30818 -3.74498 5.32918  -0.19
38 C -0.63859 -4.74115 5.01884  -0.11
39 H 0.89380 0.67344 8.29061  0.09
40 H 2.03889 -0.67382 8.12463  0.09
41 H 2.02373 0.62273 6.91249  0.09
42 H 0.30518 0.87168 5.58001  0.12
43 H -1.20990 0.27544 6.29170  0.13
44 H -1.19180 -0.27625 4.00578  0.13
45 H -1.02931 -1.79061 4.89380  0.12
46 H 2.00709 -1.70649 5.24530  0.12
47 H 2.41889 -1.90377 3.54028  0.12
48 H 2.10612 -4.06370 4.38361  0.13
49 H 0.74211 -3.69650 3.30365  0.12
50 H -1.13981 -4.53199 4.06687  0.09
51 H -1.38302 -4.74052 5.81289  0.09
52 H -0.17841 -5.73442 4.96670  0.09
53 C -3.71841 5.05281 -4.25143  -0.12
54 O -3.78776 3.73204 -4.73410  -0.19
55 C -3.94162 3.63841 -6.13833  -0.21
56 C -3.19766 2.45132 -6.70520  -0.19
57 O -1.78995 2.59533 -6.72801  -0.12
58 C -1.07556 2.45888 -5.51193  -0.18
59 C -0.94935 1.03971 -5.00876  -0.20
60 O -2.17999 0.57429 -4.47815  -0.20
61 C -2.40729 -0.79862 -4.70324  -0.11
62 H -4.69627 5.54746 -4.28224  0.09
63 H -3.38294 5.00425 -3.21672  0.09
64 H -3.00077 5.65034 -4.82444  0.09
65 H -3.58336 4.55212 -6.62638  0.12
66 H -5.00764 3.51859 -6.37629  0.13
67 H -3.48409 2.37448 -7.75712  0.13
68 H -3.50275 1.52852 -6.20729  0.12
69 H -1.47778 3.10927 -4.73202  0.12
70 H -0.06534 2.80249 -5.74657  0.13
71 H -0.18857 1.02231 -4.21659  0.12
72 H -0.61267 0.39360 -5.82694  0.13
73 H -2.23152 -1.05947 -5.75270  0.09
74 H -3.44993 -1.00539 -4.46568  0.09
75 H -1.76981 -1.42035 -4.06375  0.08

F_max for the records above, in order: 3.7; 0.9 eV/A